P | The molecule C5H8N2, computed with ωB97M-V/def2-TZVPD.

Output
- spin multiplicity = 1
- Kohn-Sham gap (eV) = 8.91
- molar mass (g/mol) = 96.1
- HOMO energy (Eh) = -0.29347
- net charge = 0
- structure (SMILES) = N#CCC/C=C/N

XYZ file:
```
15
C5H8N2 (ωB97M-V/def2-TZVPD)
N 2.3405 -0.2020 -0.6387
C 1.0020 -0.5432 -0.4529
C -0.1891 0.1297 1.5968
N 0.6136 0.4572 2.3666
C 0.0183 0.0469 -1.1700
C -1.2956 0.4942 -0.5940
C -1.4339 -0.1403 0.7899
H 2.9592 -0.6381 0.0307
H 2.4630 0.8033 -0.5857
H 0.8389 -1.3521 0.2560
H 0.2847 0.4009 -2.1563
H -1.2431 1.5892 -0.4680
H -2.1569 0.3246 -1.2527
H -1.6329 -1.2146 0.6678
H -2.2251 0.2843 1.4034
```

Q | The molecule C5H8N2, computed with ωB97M-V/def2-TZVPD.

Output
- spin multiplicity = 1
- Kohn-Sham gap (eV) = 8.49
- molar mass (g/mol) = 96.1
- HOMO energy (Eh) = -0.27333
- net charge = 0
- structure (SMILES) = Cn1ccc(N)c1

XYZ file:
```
15
C5H8N2 (ωB97M-V/def2-TZVPD)
C 2.3128 0.2162 0.0179
N 0.9001 -0.0782 -0.0300
C 0.3434 -1.3143 0.1007
C -1.0240 -1.1799 0.1530
C -1.3119 0.2108 0.0558
N -2.5971 0.7886 0.1197
C -0.1067 0.8658 -0.0513
H 2.8738 -0.6302 -0.3876
H 2.5272 1.0956 -0.5958
H 2.6527 0.4092 1.0423
H 0.9658 -2.1988 0.1434
H -1.7448 -1.9825 0.2459
H -3.2962 0.1875 -0.2987
H -2.6326 1.6915 -0.3372
H 0.1213 1.9200 -0.1392
```

R | The molecule C5H8N2, computed with ωB97M-V/def2-TZVPD.

Output
- spin multiplicity = 1
- Kohn-Sham gap (eV) = 8.93
- molar mass (g/mol) = 96.1
- HOMO energy (Eh) = -0.28967
- net charge = 0
- structure (SMILES) = Cc1c[nH]c(N)c1

XYZ file:
```
15
C5H8N2 (ωB97M-V/def2-TZVPD)
C 1.2931 0.5664 -1.9439
C 0.4268 0.0854 -0.8175
C -0.2679 -1.0989 -0.7744
N -0.9182 -1.1701 0.4304
C -0.6489 -0.0513 1.1704
N -1.2126 0.0454 2.4672
C 0.1811 0.7509 0.4220
H 0.8917 1.4749 -2.4083
H 2.3079 0.7979 -1.5993
H 1.3766 -0.1966 -2.7252
H -0.3379 -1.8965 -1.5019
H -1.5479 -1.8917 0.7411
H -0.5123 -0.1294 3.1812
H -1.5945 0.9691 2.6347
H 0.5837 1.7093 0.7288
```

R wins, 8.6 kcal/mol ahead of the next structure.

P | The molecule C3H6O2, computed with ωB97M-V/def2-TZVPD.

Output
- spin multiplicity = 1
- Kohn-Sham gap (eV) = 10.36
- molar mass (g/mol) = 74.1
- HOMO energy (Eh) = -0.36531
- net charge = 0
- structure (SMILES) = O=CCCO

XYZ file:
```
11
C3H6O2 (ωB97M-V/def2-TZVPD)
C 0.3183 -0.4617 -0.8739
C -0.6295 -0.3056 0.3186
C 0.0521 0.3384 1.2089
H 0.2810 1.5720 -0.9519
H 1.1270 -0.9367 -0.4663
H -0.1977 -0.9005 -1.7550
H -1.7347 0.0986 -0.0898
H -0.9982 -1.5174 0.4497
H 1.2252 0.1206 1.2817
O 0.8601 0.7582 -1.1237
O -0.3036 1.2342 2.0016
```

Q | A cluster of 2 separate species, C3H6O2 in total, computed with ωB97M-V/def2-TZVPD.

Output
- spin multiplicity = 1
- Kohn-Sham gap (spin up / spin down) (eV) = 8.37 / 9.18
- molar mass (g/mol) = 74.1
- HOMO energy (spin up / spin down) (Eh) = -0.35849 / -0.35491
- net charge = 0

XYZ file:
```
11
C3H6O2 (ωB97M-V/def2-TZVPD)
C -1.5986 -0.2362 -0.0667
C -0.1142 -0.0187 0.1852
O 0.2056 0.7132 1.1426
C 0.8249 -0.5219 -0.7254
O 2.2789 0.7982 0.7239
H -2.1197 -0.4031 0.8786
H -1.7739 -1.0809 -0.7359
H -2.0107 0.6655 -0.5301
H 1.6051 0.1697 -1.0152
H 0.6094 -1.3821 -1.3548
H 2.0527 1.3068 1.5156
```

R | The molecule C3H6O2, computed with ωB97M-V/def2-TZVPD.

Output
- spin multiplicity = 1
- Kohn-Sham gap (spin up / spin down) (eV) = 8.37 / 8.15
- molar mass (g/mol) = 74.1
- HOMO energy (spin up / spin down) (Eh) = -0.28902 / -0.28666
- net charge = 0

XYZ file:
```
11
C3H6O2 (ωB97M-V/def2-TZVPD)
O 1.4233 -1.4612 0.3226
C 0.0658 -1.4435 -0.1310
C -0.6455 -0.1995 0.1591
C -0.3058 1.9912 -0.1073
O -0.4182 0.8150 -0.6626
H 1.8929 -0.7697 -0.1616
H 0.0199 -1.6235 -1.2102
H -0.4401 -2.2440 0.4075
H -0.9934 0.0685 1.1537
H -0.0697 1.9983 0.9437
H -0.5468 2.8710 -0.6679
```

S | A cluster of 2 separate species, C3H6O2 in total, computed with ωB97M-V/def2-TZVPD.

Output
- spin multiplicity = 1
- Kohn-Sham gap (eV) = 10.92
- molar mass (g/mol) = 74.1
- HOMO energy (Eh) = -0.37871
- net charge = 0
- structure (SMILES) = O=CO.C=C

XYZ file:
```
11
C3H6O2 (ωB97M-V/def2-TZVPD)
C -2.5598 -0.6048 0.4806
C -3.1508 -1.4870 1.2642
H -2.1950 0.3642 0.7959
H -2.4011 -0.8436 -0.5673
H -3.2423 -1.3888 2.3335
H -3.4904 -2.4234 0.8344
O 2.7890 1.8992 -2.0766
C 3.6274 1.5552 -1.3067
O 3.4189 0.7276 -0.2596
H 4.6992 1.8117 -1.2614
H 2.5049 0.3897 -0.2368
```

S wins, 53.0 kcal/mol ahead of the next structure.

P | The molecule C3H6O2, computed with ωB97M-V/def2-TZVPD.

Output
- spin multiplicity = 1
- Kohn-Sham gap (eV) = 11.32
- molar mass (g/mol) = 74.1
- HOMO energy (Eh) = -0.37678
- net charge = 0
- structure (SMILES) = OC[C@H]1CO1

XYZ file:
```
11
C3H6O2 (ωB97M-V/def2-TZVPD)
O -1.7301 -0.2738 -0.5826
C -0.9630 0.7084 0.0617
C 0.5319 0.4213 -0.0569
C 1.0966 -0.8260 0.4495
O 0.8638 -0.6426 -0.9458
H -1.1458 -0.6925 -1.2332
H -1.1715 1.7104 -0.3410
H -1.2509 0.7150 1.1199
H 1.1848 1.2883 -0.1525
H 0.4373 -1.5365 0.9470
H 2.1470 -0.8719 0.7340
```

Q | The molecule C3H6O2, computed with ωB97M-V/def2-TZVPD.

Output
- spin multiplicity = 1
- Kohn-Sham gap (eV) = 11.31
- molar mass (g/mol) = 74.1
- HOMO energy (Eh) = -0.37776
- net charge = 0
- structure (SMILES) = OC[C@H]1CO1

XYZ file:
```
11
C3H6O2 (ωB97M-V/def2-TZVPD)
O -1.6852 -0.4446 -0.1677
C -0.9431 0.7384 -0.0038
C 0.5375 0.4651 0.1218
C 1.0895 -0.8705 0.3409
O 1.0412 -0.3040 -0.9660
H -1.3055 -0.8817 -0.9424
H -1.0518 1.4075 -0.8738
H -1.3458 1.2556 0.8723
H 1.1540 1.3210 0.3928
H 0.4097 -1.7022 0.5021
H 2.0920 -0.9794 0.7553
```

R | A cluster of 2 separate species, C3H6O2 in total, computed with ωB97M-V/def2-TZVPD.

Output
- spin multiplicity = 1
- Kohn-Sham gap (eV) = 9.98
- molar mass (g/mol) = 74.1
- HOMO energy (Eh) = -0.35170
- net charge = 0
- structure (SMILES) = C=CC=O.O

XYZ file:
```
11
C3H6O2 (ωB97M-V/def2-TZVPD)
O -1.4792 -0.2007 -1.1873
C -0.7194 -0.2435 0.7716
C 0.5603 -0.5329 0.4323
C 1.4934 0.5336 0.0749
O 2.6977 0.4248 -0.0094
H -1.4593 0.7606 -1.2906
H -1.4246 -1.0130 1.0618
H -1.0750 0.7740 0.9303
H -0.5310 -0.4744 -1.1808
H 0.9397 -1.5420 0.5395
H 0.9975 1.5135 -0.1422
```

Q wins, 1.4 kcal/mol ahead of the next structure.

P | A structure of composition C3H6O2, computed with ωB97M-V/def2-TZVPD.

Output
- spin multiplicity = 1
- Kohn-Sham gap (spin up / spin down) (eV) = 7.88 / 7.88
- molar mass (g/mol) = 74.1
- HOMO energy (spin up / spin down) (Eh) = -0.25716 / -0.25718
- net charge = 0

XYZ file:
```
11
C3H6O2 (ωB97M-V/def2-TZVPD)
C 0.5018 0.8623 0.4267
C 1.0593 -0.4922 0.0273
O -0.1814 -1.2535 -0.1948
C -1.1657 -0.5272 0.2888
O -0.8092 0.5486 0.8565
H -0.4201 1.0887 -1.2322
H 1.0000 1.4759 1.1674
H 1.6034 -0.4817 -0.9239
H 1.6525 -1.0587 0.7670
H -1.0676 0.7489 -1.5222
H -2.1730 -0.9111 0.3394
```

Q | The molecule C3H6O2, computed with ωB97M-V/def2-TZVPD.

Output
- spin multiplicity = 1
- Kohn-Sham gap (eV) = 10.70
- molar mass (g/mol) = 74.1
- HOMO energy (Eh) = -0.36362
- net charge = 0
- structure (SMILES) = COCC=O

XYZ file:
```
11
C3H6O2 (ωB97M-V/def2-TZVPD)
O 1.3558 -1.3851 0.6725
C 0.2417 -0.9081 0.7083
C 0.2276 1.2339 -0.1187
O -1.0125 0.6165 -0.4959
C -0.6975 -0.7603 -0.4884
H 1.1218 0.4858 -0.0323
H -0.2053 -0.5246 1.6525
H 0.1019 1.8437 0.7884
H 0.6023 1.8631 -0.8994
H -1.5953 -1.3703 -0.3549
H -0.1711 -1.0670 -1.4044
```

Q wins, 57.3 kcal/mol ahead of the next structure.

P | The molecule C3H6O2, computed with ωB97M-V/def2-TZVPD.

Output
- spin multiplicity = 1
- Kohn-Sham gap (eV) = 9.03
- molar mass (g/mol) = 74.1
- HOMO energy (Eh) = -0.32326
- net charge = 0

XYZ file:
```
11
C3H6O2 (ωB97M-V/def2-TZVPD)
O 0.3080 1.8122 -0.2461
C 0.4239 0.8577 0.7801
C -0.1836 -0.4509 0.3457
C -0.4748 -1.3142 -1.7145
O 0.4290 -0.8062 -0.9138
H 0.6901 1.4180 -1.0438
H 1.4640 0.7074 1.0976
H -0.1572 1.2267 1.6289
H -0.1142 -1.2836 1.0503
H -1.2217 -0.2560 0.0671
H -1.1636 -1.9112 -1.0517
```

Q | The molecule C3H6O2, computed with ωB97M-V/def2-TZVPD.

Output
- spin multiplicity = 1
- Kohn-Sham gap (eV) = 11.44
- molar mass (g/mol) = 74.1
- HOMO energy (Eh) = -0.38445
- net charge = 0
- structure (SMILES) = OC[C@H]1CO1

XYZ file:
```
11
C3H6O2 (ωB97M-V/def2-TZVPD)
C -0.0425 -0.8753 -0.6725
C -0.2402 0.3816 0.0704
C 0.2261 0.8788 1.4378
H 0.2320 -0.2342 -2.4021
H 1.0025 -1.3997 -0.3606
H -0.6888 -1.6413 -0.3116
H -1.3629 0.6103 -0.0341
H -0.4240 1.6053 2.1814
H 0.9309 0.1521 2.1537
O -0.2223 -0.9397 -2.2170
O 0.5892 1.4621 0.1546
```

Q wins, 5.5 kcal/mol ahead of the next structure.

P | The molecule C3H6O2, computed with ωB97M-V/def2-TZVPD.

Output
- spin multiplicity = 1
- Kohn-Sham gap (eV) = 11.75
- molar mass (g/mol) = 74.1
- HOMO energy (Eh) = -0.39510
- net charge = 0
- structure (SMILES) = CCOC=O

XYZ file:
```
11
C3H6O2 (ωB97M-V/def2-TZVPD)
C 1.1939 0.5636 -0.2974
C 0.4378 -0.4879 0.4940
C -1.7973 -0.2079 -0.2209
H 2.1546 0.7897 0.2121
H 1.4759 0.1639 -1.2913
H 0.5930 1.4653 -0.4216
H 1.0214 -1.3759 0.6928
H 0.1138 -0.0728 1.4743
H -2.6216 -0.7454 -0.7150
O -0.7142 -0.9961 -0.1859
O -1.8573 0.9036 0.2589
```

Q | The molecule C3H6O2, computed with ωB97M-V/def2-TZVPD.

Output
- spin multiplicity = 1
- Kohn-Sham gap (eV) = 10.92
- molar mass (g/mol) = 74.1
- HOMO energy (Eh) = -0.36861
- net charge = 0
- structure (SMILES) = CC(=O)CO

XYZ file:
```
11
C3H6O2 (ωB97M-V/def2-TZVPD)
C -1.5309 -0.0765 -0.0044
C -0.1407 0.3953 0.3099
O 0.1168 1.0775 1.2822
C 1.0386 -0.1097 -0.5229
O 2.0389 -0.4925 0.3833
H -2.2431 0.3746 0.6893
H -1.5374 -1.1674 0.1263
H -1.8135 0.1345 -1.0419
H 1.3848 0.6982 -1.1906
H 0.7633 -0.9637 -1.1542
H 1.9232 0.1296 1.1230
```

R | A structure of composition C3H6O2, computed with ωB97M-V/def2-TZVPD.

Output
- spin multiplicity = 1
- Kohn-Sham gap (eV) = 10.25
- molar mass (g/mol) = 74.1
- HOMO energy (Eh) = -0.36553
- net charge = 0

XYZ file:
```
11
C3H6O2 (ωB97M-V/def2-TZVPD)
C 1.2072 -0.3814 -0.0167
C -0.1207 0.3109 -0.1308
O -0.2238 1.2638 -1.1345
C -1.3386 -0.5539 0.0804
O -2.3028 -0.6006 -0.6357
H 2.0171 0.3523 -0.0561
H 1.2319 -0.9194 0.9338
H 1.3391 -1.0834 -0.8439
H -0.2319 1.0294 0.9265
H -0.3093 1.6943 -0.1606
H -1.2683 -1.1119 1.0376
```

S | The molecule C3H6O2, computed with ωB97M-V/def2-TZVPD.

Output
- spin multiplicity = 1
- Kohn-Sham gap (eV) = 9.38
- molar mass (g/mol) = 74.1
- HOMO energy (Eh) = -0.31619
- net charge = 0
- structure (SMILES) = C/C(O)=C/O

XYZ file:
```
11
C3H6O2 (ωB97M-V/def2-TZVPD)
C 1.4769 -0.5439 -0.1030
C 0.1357 0.0946 -0.2197
O 0.0949 1.1793 -1.0366
C -0.9665 -0.3097 0.4142
O -2.1333 0.4320 0.2234
H 2.2268 0.2139 0.1484
H 1.4681 -1.3030 0.6834
H 1.7745 -1.0078 -1.0484
H -2.1972 1.0227 0.9853
H -0.8480 1.4194 -1.0821
H -1.0319 -1.1976 1.0351
```

P wins, 8.3 kcal/mol ahead of the next structure.

P | The molecule C3H6O, computed with ωB97M-V/def2-TZVPD.

Output
- spin multiplicity = 1
- Kohn-Sham gap (eV) = 9.97
- molar mass (g/mol) = 58.1
- HOMO energy (Eh) = -0.32477
- net charge = 0
- structure (SMILES) = C=COC

XYZ file:
```
10
C3H6O (ωB97M-V/def2-TZVPD)
C 1.0446 0.3871 -1.1941
C -0.3972 -0.2991 0.4902
C -1.2908 -0.1630 1.4676
H 1.8124 1.0382 -0.9286
H 1.4139 -0.5913 -0.8209
H 0.7833 0.3205 -2.2755
H 0.1060 -1.2113 0.0720
H -1.6287 -0.9883 2.0504
H -1.7429 0.8244 1.5368
O -0.1005 0.6829 -0.3981
```

Q | The molecule C3H6O, computed with ωB97M-V/def2-TZVPD.

Output
- spin multiplicity = 1
- Kohn-Sham gap (eV) = 11.42
- molar mass (g/mol) = 58.1
- HOMO energy (Eh) = -0.37450
- net charge = 0
- structure (SMILES) = C[C@H]1CO1

XYZ file:
```
10
C3H6O (ωB97M-V/def2-TZVPD)
C 1.2485 -0.0153 0.3356
C -0.0338 -0.1407 -0.4716
C -1.4169 -0.0299 0.0237
O -0.7664 1.0735 -0.5774
H 1.6190 1.0081 0.2048
H 2.0232 -0.6922 -0.0413
H 1.1328 -0.1877 1.4100
H 0.0796 -0.6894 -1.4092
H -2.2509 -0.4097 -0.5725
H -1.6300 0.0317 1.0909
```

R | The molecule C3H6O, computed with ωB97M-V/def2-TZVPD.

Output
- spin multiplicity = 1
- Kohn-Sham gap (eV) = 10.66
- molar mass (g/mol) = 58.1
- HOMO energy (Eh) = -0.35600
- net charge = 0
- structure (SMILES) = CC(C)=O

XYZ file:
```
10
C3H6O (ωB97M-V/def2-TZVPD)
C 0.3521 -1.2590 0.0698
C -0.5590 -0.0969 -0.2629
O -1.6195 -0.2606 -0.8264
C -0.0725 1.2949 0.0968
H -0.1752 -2.1989 -0.1024
H 1.2435 -1.2233 -0.5695
H 0.6984 -1.2068 1.1073
H 0.4057 1.7393 -0.7844
H -0.9297 1.9192 0.3590
H 0.6562 1.2921 0.9126
```

R wins, 31.3 kcal/mol ahead of the next structure.